Computed, not measured: C4N2 as an isolated structure in a non-equilibrium geometry, with ωB97M-V/def2-TZVPD.

Each line ends with the Mulliken charge.
Atoms and positions in Å:
C  -0.517  0.119  1.004  0.375
C  -0.746  -1.111  0.579  -0.203
C  -0.183  -1.370  -0.577  -0.043
N  0.764  0.120  -1.270  -0.243
C  0.060  1.269  0.721  -0.137
N  0.622  0.975  -0.457  0.251

Atoms 1-2, force components in eV/Å:
C 0.716 0.048 -1.323
C 0.304 0.202 -0.356

As for the HOMO energy (spin up / spin down): -10.20 / -10.21 eV. As for the total charge: 0. The HOMO-LUMO gap (spin up / spin down) is 8.0 / 8.0 eV. The energy relative to the best compared isomer or geometry (same formula, charge and spin) comes out at 6.942 eV.

Computed, not measured: one molecule with the formula C5H9NO in a non-equilibrium geometry, with ωB97M-V/def2-TZVPD.

Each line ends with the Mulliken charge.
Atoms and positions in Å:
C  -1.028  -0.901  0.604  -1.619
C  -0.239  0.267  -0.007  1.806
C  -0.391  0.173  -1.531  -1.561
C  -0.808  1.501  0.571  -0.217
N  -1.257  2.407  1.135  -0.510
C  1.249  0.241  0.402  -0.824
O  1.743  -1.068  0.229  -0.506
H  -0.713  -1.824  0.110  0.372
H  -0.866  -0.983  1.681  0.372
H  -2.096  -0.749  0.418  0.435
H  -1.426  0.348  -1.839  0.391
H  -0.126  -0.854  -1.805  0.365
H  0.261  0.870  -2.066  0.387
H  1.801  0.958  -0.228  0.359
H  1.343  0.574  1.445  0.439
H  2.524  -1.168  0.785  0.313

Atoms 1-2, force components in eV/Å:
C -0.047 -0.143 0.067
C -0.043 -0.036 0.007

As for the HOMO energy: -10.89 eV. As for the total charge: 0. The HOMO-LUMO gap is 11.5 eV. The energy relative to the best compared isomer or geometry (same formula, charge and spin) comes out at 1.122 eV.

Computed, not measured: one molecule with the formula C29H27N3O4 in a non-equilibrium geometry, with ωB97M-V/def2-TZVPD.

Each line ends with the Mulliken charge.
Atoms and positions in Å:
C  -1.797  -1.100  2.414  -1.293
O  -2.069  -0.475  1.178  0.553
C  -3.318  -0.012  0.954  0.453
C  -4.303  0.086  1.933  -0.973
C  -5.527  0.668  1.656  -0.685
C  -5.797  1.173  0.397  -0.864
C  -4.842  1.058  -0.593  -0.770
C  -3.615  0.452  -0.343  0.997
C  -2.682  0.311  -1.445  0.261
O  -2.640  1.287  -2.387  -0.364
C  -1.730  0.882  -3.273  -0.632
N  -1.190  -0.256  -2.997  -0.634
C  -1.783  -0.663  -1.827  0.999
C  -1.571  -1.951  -1.136  0.318
O  -2.474  -2.473  -0.504  -0.710
N  -0.344  -2.526  -1.207  0.251
C  0.777  -2.085  -1.994  -1.560
C  1.731  -1.245  -1.125  0.527
N  1.644  -1.698  0.245  0.502
C  1.765  -0.929  1.348  0.146
O  1.550  -1.385  2.459  -0.713
C  2.207  0.537  1.208  0.378
C  3.525  0.731  0.496  -0.043
C  4.405  -0.326  0.292  -0.403
C  5.634  -0.117  -0.311  -0.792
C  6.011  1.154  -0.706  -0.522
C  5.161  2.220  -0.466  -0.877
C  3.935  2.011  0.137  -0.423
C  1.048  1.388  0.725  0.224
C  0.009  1.627  1.619  -0.364
C  -1.091  2.377  1.250  -0.914
C  -1.171  2.912  -0.024  -0.435
C  -0.134  2.701  -0.915  -1.326
C  0.967  1.945  -0.547  0.090
C  1.392  -3.120  0.386  -0.882
C  0.018  -3.499  -0.200  -0.936
H  -2.426  -1.984  2.549  0.453
H  -1.941  -0.412  3.253  0.500
H  -0.750  -1.398  2.382  0.052
H  -4.120  -0.290  2.927  0.452
H  -6.270  0.730  2.437  0.444
H  -6.747  1.639  0.185  0.404
H  -5.045  1.422  -1.590  0.475
H  -1.517  1.492  -4.128  0.490
H  1.285  -2.981  -2.368  0.388
H  0.427  -1.499  -2.842  0.555
H  1.424  -0.204  -1.172  -0.286
H  2.758  -1.331  -1.503  0.328
H  2.385  0.835  2.253  0.948
H  4.142  -1.319  0.626  0.460
H  6.302  -0.952  -0.464  0.417
H  6.968  1.315  -1.179  0.398
H  5.458  3.221  -0.743  0.408
H  3.292  2.855  0.344  0.536
H  0.072  1.215  2.615  0.491
H  -1.889  2.549  1.958  0.417
H  -2.031  3.495  -0.317  0.366
H  -0.175  3.130  -1.906  0.455
H  1.773  1.824  -1.257  0.640
H  1.436  -3.364  1.448  0.450
H  2.191  -3.658  -0.137  0.420
H  0.060  -4.506  -0.631  0.299
H  -0.764  -3.482  0.562  0.455

Atoms 1-2, force components in eV/Å:
C 0.060 -0.162 0.143
O -0.356 0.226 -0.151

As for the HOMO energy: -8.19 eV. As for the total charge: 0. The HOMO-LUMO gap is 8.9 eV. The energy relative to the best compared isomer or geometry (same formula, charge and spin) comes out at 0.000 eV.

Copy entry 1 word for word.
Computed, not measured: C4N2 as an isolated structure in a non-equilibrium geometry, with ωB97M-V/def2-TZVPD.

Each line ends with the Mulliken charge.
Atoms and positions in Å:
C  -0.517  0.119  1.004  0.375
C  -0.746  -1.111  0.579  -0.203
C  -0.183  -1.370  -0.577  -0.043
N  0.764  0.120  -1.270  -0.243
C  0.060  1.269  0.721  -0.137
N  0.622  0.975  -0.457  0.251

Atoms 1-2, force components in eV/Å:
C 0.716 0.048 -1.323
C 0.304 0.202 -0.356

As for the HOMO energy (spin up / spin down): -10.20 / -10.21 eV. As for the total charge: 0. The HOMO-LUMO gap (spin up / spin down) is 8.0 / 8.0 eV. The energy relative to the best compared isomer or geometry (same formula, charge and spin) comes out at 6.942 eV.